Computed, not measured: a structure of composition C3H3INOS at a distorted geometry, with the ωB97M-V functional and the def2-TZVPD basis.

Each line ends with the Mulliken charge.
Element x y z (Å)
C 1.612 1.196 0.924  0.02
C -0.385 -0.626 0.366  -0.46
C 0.381 0.778 0.397  0.25
N -1.663 -0.670 0.968  -0.70
O 2.567 1.369 1.605  -0.44
S 1.548 1.054 -1.074  -0.38
I -2.964 0.442 -0.081  -0.21
H -0.380 -0.681 -0.692  0.37
H 0.173 -1.558 0.827  0.30
H -0.451 1.445 0.426  0.23

Charge = -1
Molar mass = 228.03 g mol⁻¹
Gap between HOMO and LUMO = 6.2 eV

Computed, not measured: the molecule C16H22N2OS3 at a distorted geometry, with the ωB97M-V functional and the def2-TZVPD basis.

Each line ends with the Mulliken charge.
Element x y z (Å)
C -2.086 1.919 -0.781  -0.92
C -1.129 1.415 -1.823  -0.48
N 0.144 2.116 -1.719  0.33
C 0.327 3.279 -2.458  0.14
C -0.521 4.527 -2.410  -1.62
C 1.432 3.080 -3.235  0.91
C 2.164 3.943 -4.157  -1.53
S 2.248 1.447 -3.227  -0.25
C 1.286 1.247 -1.770  -0.10
C 1.548 0.232 -0.855  0.50
S 2.747 -1.090 -1.228  -0.25
C 2.098 -2.042 0.132  0.52
S 2.400 -3.676 0.135  -0.32
N 1.135 -1.444 0.861  0.14
C 0.274 -2.035 1.882  0.29
C -1.063 -2.657 1.391  -0.55
C -1.924 -2.740 2.634  -0.65
C -1.244 -3.668 3.587  -0.78
C 0.143 -3.186 4.018  -0.71
C 0.872 -2.997 2.800  -1.27
C 0.845 -0.161 0.328  -0.09
O 0.121 0.575 0.948  -0.61
H -1.793 1.596 0.204  0.20
H -3.154 1.491 -0.888  0.34
H -2.021 3.082 -0.817  0.19
H -0.980 0.297 -1.689  0.40
H -1.689 1.604 -2.783  0.38
H -1.424 4.411 -2.937  0.35
H 0.117 5.146 -2.931  0.40
H -0.823 4.888 -1.411  0.33
H 2.052 3.521 -5.185  0.32
H 1.924 5.014 -4.096  0.37
H 3.231 4.021 -4.071  0.37
H 0.048 -1.122 2.452  0.13
H -1.625 -2.071 0.569  0.21
H -1.028 -3.664 1.032  0.35
H -2.077 -1.769 3.006  0.42
H -2.981 -3.092 2.384  0.31
H -1.113 -4.602 3.084  0.33
H -1.889 -3.822 4.418  0.35
H 0.630 -3.896 4.684  0.38
H -0.009 -2.284 4.601  0.33
H 0.889 -3.949 2.310  0.41
H 1.899 -2.881 3.010  0.45

Molar mass = 354.57 g mol⁻¹
Structure (SMILES) = CCN1C(C)=C(C)S/C1=C1\SC(=S)N(C2CCCCC2)C1=O
Gap between HOMO and LUMO = 7.4 eV

Computed, not measured: the molecule CH2N4O2 at a distorted geometry, with the ωB97M-V functional and the def2-TZVPD basis.

Each line ends with the Mulliken charge.
Element x y z (Å)
N 0.018 0.255 1.874  -0.54
N 0.759 0.515 0.677  -0.32
C 0.169 -0.098 -0.313  0.62
O 0.911 -0.107 -1.461  -0.16
N 0.105 -0.535 -2.494  0.09
N -0.968 -0.846 -2.059  -0.02
O -0.850 -0.814 -0.540  -0.21
H -0.848 0.865 1.723  0.25
H 0.704 0.765 2.594  0.30

Molar mass = 102.05 g mol⁻¹
Structure (SMILES) = NN=c1onno1
Gap between HOMO and LUMO = 9.2 eV

Computed, not measured: a cluster of 4 separate species, CH10N2O4 in total at a distorted geometry, with the ωB97M-V functional and the def2-TZVPD basis.

Each line ends with the Mulliken charge.
Element x y z (Å)
N 1.312 -0.319 0.143  -0.37
C 1.406 0.840 0.823  0.57
N 1.757 1.945 -0.071  -0.61
O 1.203 1.055 1.999  -0.61
H 0.921 -0.303 -0.788  0.26
H 0.978 -1.120 0.661  0.23
H 2.054 2.697 0.541  0.29
H 2.620 1.545 -0.447  0.26
O -1.634 -0.625 -1.337  -0.63
H -2.177 -0.335 -2.083  0.30
H -1.964 -0.049 -0.638  0.32
O 0.182 -2.852 -1.067  -0.64
H 0.269 -3.596 -1.653  0.30
H -0.618 -2.348 -1.087  0.36
O -2.157 0.938 1.321  -0.62
H -1.836 0.660 2.189  0.30
H -2.316 1.866 1.492  0.31

Molar mass = 114.10 g mol⁻¹
Structure (SMILES) = NC(N)=O.O.O.O
Gap between HOMO and LUMO = 10.3 eV